Computed, not measured: an isolated molecule of C5H12O, with the ωB97M-V functional and the def2-TZVPD basis.

Results
strongest force on any atom: 0.34 eV/A
multiplicity: 1
SMILES string: CC(C)CCO
highest occupied orbital energy: -10.2 eV
total charge: 0

Last column: Löwdin charge in e.
Cartesian coordinates (Å):
C -1.248 0.782 -1.063  -0.08
C -0.629 -0.344 -0.228  -0.45
C -1.681 -0.977 0.687  -0.09
C 0.568 0.088 0.636  -0.17
C 1.865 0.450 -0.105  -0.26
O 2.991 0.065 0.690  -0.08
H -0.532 1.212 -1.772  0.07
H -1.615 1.593 -0.420  0.08
H -2.106 0.413 -1.641  0.08
H -0.279 -1.124 -0.922  0.13
H -2.066 -0.239 1.403  0.08
H -1.247 -1.802 1.264  0.08
H -2.534 -1.374 0.126  0.08
H 0.259 0.910 1.299  0.12
H 0.803 -0.763 1.292  0.11
H 1.927 1.533 -0.293  0.11
H 1.879 -0.038 -1.093  0.12
H 3.644 -0.385 0.141  0.08

Force components x, y, z for each atom (eV/Å):
0.036 0.048 -0.015
-0.010 -0.059 0.003
-0.066 -0.048 0.043
0.003 -0.121 0.062
-0.272 0.129 -0.152
0.049 -0.126 -0.181
-0.065 -0.048 0.118
0.092 -0.117 -0.045
0.188 0.044 0.108
-0.004 0.117 0.106
0.054 -0.078 -0.102
-0.078 0.116 -0.082
0.123 0.102 0.015
0.082 -0.123 -0.129
0.091 0.217 -0.128
-0.065 -0.192 0.037
0.056 -0.048 0.260
-0.213 0.189 0.082

Computed, not measured: a cluster of 2 separate species, C5H12O in total, with the ωB97M-V functional and the def2-TZVPD basis.

Results
strongest force on any atom: 0.30 eV/A
multiplicity: 1
highest occupied orbital energy: -7.4 eV
total charge: 0

Last column: Löwdin charge in e.
Cartesian coordinates (Å):
C 1.941 -0.384 -0.374  -0.10
O 1.186 -0.075 0.740  -0.11
C -0.109 -0.180 0.635  -0.45
C -0.134 1.127 -1.348  -0.09
C -0.714 -1.410 0.028  -0.04
C -0.898 0.599 1.636  -0.02
H 0.961 0.399 -1.146  0.05
H 1.857 -1.424 -0.691  0.06
H 2.966 -0.065 -0.205  0.07
H 0.191 1.377 -2.368  0.03
H -1.160 0.759 -1.441  0.02
H -0.130 2.053 -0.765  0.03
H -0.291 -1.640 -0.952  0.08
H -0.541 -2.273 0.687  0.10
H -1.794 -1.278 -0.083  0.09
H -1.327 -0.045 2.415  0.09
H -0.272 1.360 2.107  0.09
H -1.732 1.098 1.125  0.09

Force components x, y, z for each atom (eV/Å):
0.247 -0.130 -0.115
-0.248 0.134 0.116
-0.063 -0.054 0.071
-0.102 0.114 -0.055
-0.013 0.045 -0.101
0.046 0.029 -0.018
-0.061 -0.058 0.021
0.019 0.077 -0.006
-0.089 -0.052 0.001
-0.018 -0.028 0.129
0.109 0.031 0.053
-0.009 -0.107 -0.073
-0.054 0.039 0.137
-0.004 0.114 -0.040
0.146 -0.006 0.024
0.054 0.053 -0.121
-0.064 -0.109 -0.076
0.105 -0.092 0.055

Computed, not measured: an isolated molecule of C5H12O in a non-equilibrium geometry, with the ωB97M-V functional and the def2-TZVPD basis.

Results
strongest force on any atom: 2.77 eV/A
multiplicity: 1
SMILES string: CC(C)(C)CO
highest occupied orbital energy: -9.6 eV
total charge: 0

Last column: Löwdin charge in e.
Cartesian coordinates (Å):
C -0.430 -1.353 0.640  -0.06
C 0.188 -0.032 0.105  -0.58
C 1.669 -0.319 -0.263  -0.06
C 0.038 1.071 1.109  -0.09
C -0.631 0.533 -1.214  -0.19
O -1.978 0.962 -1.040  -0.06
H -0.299 -2.214 -0.036  0.08
H -1.501 -1.226 0.823  0.08
H 0.023 -1.657 1.600  0.09
H 1.790 -1.146 -0.980  0.08
H 2.141 0.568 -0.697  0.08
H 2.270 -0.599 0.621  0.09
H 0.377 0.800 2.109  0.08
H 0.592 1.943 0.747  0.09
H -1.027 1.322 1.129  0.08
H -0.113 1.400 -1.663  0.13
H -0.445 -0.442 -1.591  0.09
H -2.630 0.308 -1.320  0.09

Force components x, y, z for each atom (eV/Å):
-0.157 0.220 -0.120
-0.388 0.451 -0.083
-0.213 0.230 -0.117
0.006 0.273 0.351
1.261 -0.669 1.864
0.358 -0.474 0.284
-0.013 0.391 -0.018
0.030 -0.021 -0.009
-0.034 0.315 -0.330
-0.245 0.245 0.115
-0.030 -0.037 0.008
-0.451 0.155 -0.171
0.055 0.085 0.091
-0.060 0.048 0.245
0.168 0.156 0.325
0.123 -0.865 0.101
-0.863 -0.436 -2.593
0.455 -0.065 0.057

Computed, not measured: a cluster of 2 separate species, C5H12O in total, with the ωB97M-V functional and the def2-TZVPD basis.

Results
strongest force on any atom: 0.34 eV/A
multiplicity: 1
highest occupied orbital energy: -7.4 eV
total charge: 0

Last column: Löwdin charge in e.
Cartesian coordinates (Å):
C 1.926 -0.314 -0.501  -0.10
O 1.229 -0.037 0.662  -0.11
C -0.065 -0.185 0.634  -0.45
C -0.255 1.139 -1.332  -0.09
C -0.666 -1.432 0.055  -0.04
C -0.811 0.548 1.700  -0.02
H 0.870 0.437 -1.204  0.05
H 1.861 -1.357 -0.821  0.07
H 2.951 0.032 -0.381  0.07
H -0.026 1.397 -2.376  0.03
H -1.282 0.757 -1.337  0.02
H -0.221 2.069 -0.754  0.03
H -0.309 -1.637 -0.956  0.08
H -0.407 -2.292 0.691  0.10
H -1.755 -1.346 0.029  0.09
H -1.160 -0.127 2.493  0.09
H -0.181 1.325 2.139  0.09
H -1.698 1.022 1.259  0.09

Force components x, y, z for each atom (eV/Å):
0.273 -0.182 -0.082
-0.229 0.091 0.057
-0.044 -0.091 0.115
-0.154 0.133 -0.045
-0.024 0.034 -0.095
0.027 0.032 -0.030
-0.074 -0.001 -0.013
-0.008 0.150 0.028
-0.131 -0.048 -0.030
0.026 -0.078 0.158
0.150 0.038 0.042
-0.009 -0.134 -0.058
-0.032 0.042 0.139
-0.016 0.117 -0.050
0.161 0.013 0.015
0.050 0.073 -0.124
-0.077 -0.110 -0.068
0.112 -0.080 0.041